Entry P
The following is a quantum chemistry calculation of 2 unconnected molecules or ions with the total composition HNO2PS, from the Open Molecules 2025 dataset.

Element x y z (Å)
N  0.0368  -0.3325  1.4577
O  -0.0292  2.1752  -0.4630
O  0.7036  -1.5513  -0.6798
P  -1.0277  1.1095  -0.2211
S  0.8635  -1.3432  0.7989
H  -0.5470  -0.0576  -0.8928

Properties
Kohn-Sham gap, eV: 7.886
M, Da: 110.05
Total charge: -1

List of Löwdin charges in e, atom by atom: -0.578 -0.672 -0.706 0.587 0.537 -0.168

---

Entry Q
The following is a quantum chemistry calculation of a gas-phase ion, HNO2PS (charge -1), from the Open Molecules 2025 dataset.

Element x y z (Å)
N  0.4138  -0.9031  -0.4945
O  -0.4502  1.0222  -0.0611
O  -1.6843  -1.0428  0.8575
P  1.0441  0.6882  -0.5815
S  -1.1238  -0.5805  -0.3446
H  1.8002  0.8160  0.6242

Properties
Kohn-Sham gap, eV: 7.462
M, Da: 110.05
Total charge: -1

List of Löwdin charges in e, atom by atom: -0.644 -0.755 -0.506 0.522 0.529 -0.146

---

Which is the most stable structure? entry P is the most stable.

---

Entry P
The following is a quantum chemistry calculation of C6H12 in the gas phase, from the Open Molecules 2025 dataset.

Element x y z (Å)
C  2.2408  -0.7236  0.3697
C  1.4027  0.0990  -0.6186
C  -0.0922  0.2576  -0.2189
C  -0.9741  -0.7504  -0.2696
C  -2.3660  -0.7475  0.1295
C  -0.5124  1.6948  0.1051
H  1.8075  -1.7596  0.7690
H  2.1034  -0.3202  1.6164
H  3.3815  -0.6772  0.1493
H  1.5226  -0.4533  -1.6146
H  1.8238  1.1352  -0.7101
H  -0.4593  -1.7150  -0.8283
H  -2.6281  0.1376  0.2648
H  -2.9978  -0.9864  -0.6704
H  -2.6047  -1.4128  0.7249
H  -0.0881  2.2074  -0.5830
H  -1.5614  1.8136  0.3981
H  0.0018  2.2008  0.9866

Properties
Kohn-Sham gap, eV: 9.845
M, Da: 84.16

Löwdin population analysis, charges in e, atoms 1 to 6: -0.172 -0.263 -0.294 -0.116 -0.066 -0.041

---

Entry Q
The following is a quantum chemistry calculation of C6H12 in the gas phase, from the Open Molecules 2025 dataset.

Element x y z (Å)
C  -1.2199  1.1280  1.1450
C  0.0078  0.1941  1.2685
C  0.3581  -0.3540  -0.1173
C  -0.3775  -1.6437  -0.5118
C  1.6283  -0.1822  -0.9359
C  0.5013  0.7784  -1.0944
H  -0.9662  2.0737  0.6483
H  -1.6473  1.3846  2.1193
H  -2.0112  0.6630  0.5423
H  0.8362  0.7586  1.7163
H  -0.2411  -0.6323  1.9423
H  0.3080  -2.5044  -0.5500
H  -0.8277  -1.5564  -1.5056
H  -1.1711  -1.9107  0.1958
H  2.5869  0.1632  -0.5568
H  1.7027  -0.9116  -1.7419
H  -0.1448  0.8175  -1.9614
H  0.6775  1.7343  -0.6026

Properties
Kohn-Sham gap, eV: 10.696
M, Da: 84.16

Löwdin population analysis, charges in e, atoms 1 to 6: -0.106 -0.199 -0.478 -0.046 -0.095 -0.139

---

Entry R
The following is a quantum chemistry calculation of C6H12 in the gas phase, from the Open Molecules 2025 dataset.

Element x y z (Å)
C  1.1108  1.8320  0.4280
C  -0.1132  1.1306  1.0598
C  -0.2787  -0.2679  0.5089
C  -1.2430  -0.3970  -0.4165
C  -1.2268  -1.2486  -1.6418
C  0.9055  -1.2093  0.5673
H  0.9314  2.8845  0.6411
H  1.0398  1.7824  -0.6404
H  2.0820  1.4911  0.7656
H  0.0656  1.1412  2.1407
H  -0.9764  1.7437  0.8121
H  -2.1658  0.1162  -0.1485
H  -1.5370  -0.7975  -2.5786
H  -0.2399  -1.6994  -1.7803
H  -1.8417  -2.1448  -1.4643
H  1.2611  -1.2741  1.5954
H  1.7326  -0.9218  -0.0841
H  0.4938  -2.1614  0.2355

Properties
Kohn-Sham gap, eV: 9.513
M, Da: 84.16

Löwdin population analysis, charges in e, atoms 1 to 6: -0.100 -0.231 -0.318 -0.145 -0.099 -0.060

---

Entry S
The following is a quantum chemistry calculation of C6H12 in the gas phase, from the Open Molecules 2025 dataset.

Element x y z (Å)
C  -0.1103  2.2122  0.5496
C  -0.2335  0.7437  0.9231
C  -0.6469  -1.6628  0.0246
C  -1.0602  -1.2801  -1.3484
C  0.8218  -1.5691  0.1836
C  0.9615  -0.0210  0.3017
H  0.8846  2.5899  0.8084
H  -0.8622  2.8289  1.0486
H  -0.2385  2.3294  -0.5339
H  -0.2391  0.5990  2.0093
H  -1.2174  0.3896  0.5951
H  -1.3768  -2.2527  -1.7513
H  -0.3080  -0.8540  -2.0339
H  -1.9633  -0.6589  -1.3506
H  1.2030  -2.0795  1.0752
H  1.3973  -1.9084  -0.6946
H  1.1425  0.3719  -0.7064
H  1.8455  0.2218  0.8999

Properties
Kohn-Sham gap, eV: 8.578
M, Da: 84.16

Löwdin population analysis, charges in e, atoms 1 to 6: -0.117 -0.284 -0.031 -0.175 -0.263 -0.212

---

Which is the most stable structure? entry Q is the most stable.

---

Entry P
The following is a quantum chemistry calculation of a molecular structure, C6H12, from the Open Molecules 2025 dataset.

Element x y z (Å)
C  2.1382  1.0685  -0.3997
C  1.7102  -0.1692  0.1594
C  -0.0612  -0.8085  -0.6442
C  -0.9092  -1.4898  0.3859
C  -1.4238  -0.2572  -0.2865
C  -1.5783  1.0239  0.5070
H  2.7850  1.0710  -1.2684
H  0.8738  0.3415  -0.6837
H  1.9153  1.9984  0.1079
H  1.3249  -0.1846  1.1783
H  2.1925  -1.0953  -0.1475
H  0.0580  -1.2981  -1.6117
H  -0.6010  -1.4013  1.4303
H  -1.3555  -2.4513  0.1441
H  -2.2035  -0.4130  -1.0328
H  -2.5301  1.0236  1.0512
H  -1.5572  1.9088  -0.1384
H  -0.7781  1.1326  1.2488

Properties
Kohn-Sham gap, eV: 7.953
M, Da: 84.16

Löwdin population analysis, charges in e, atoms 1 to 6: -0.141 -0.174 -0.204 -0.135 -0.335 -0.075

---

Entry Q
The following is a quantum chemistry calculation of 2 unconnected molecules or ions with the total composition C6H12, from the Open Molecules 2025 dataset.

Element x y z (Å)
C  -1.0718  0.7659  0.8533
C  -1.2163  -0.6618  0.3473
C  0.0895  -1.4706  0.4025
C  1.1141  -0.9739  -0.5798
C  2.1973  -0.2731  -0.2592
C  -0.0894  2.2230  -0.9883
H  -0.2734  1.3831  0.3187
H  -0.6956  0.7925  1.8838
H  -2.0137  1.3176  0.8241
H  -1.9727  -1.1686  0.9613
H  -1.6054  -0.6544  -0.6786
H  -0.1376  -2.5248  0.1968
H  0.5034  -1.4265  1.4189
H  0.9049  -1.1783  -1.6321
H  2.4321  -0.0331  0.7764
H  2.8796  0.1072  -1.0143
H  0.1122  1.3328  -1.6221
H  -1.1571  2.4429  -1.2087

Properties
Kohn-Sham gap, eV: 8.801
M, Da: 84.16

Löwdin population analysis, charges in e, atoms 1 to 6: -0.112 -0.251 -0.225 -0.219 -0.006 0.098

---

Entry R
The following is a quantum chemistry calculation of C6H12 in the gas phase, from the Open Molecules 2025 dataset.

Element x y z (Å)
C  -1.4304  -1.0587  0.5397
C  -0.2722  -0.2190  0.1020
C  -1.0552  1.2944  -0.5552
C  0.8510  0.2233  1.0625
C  1.9641  -0.0882  0.0466
C  0.8451  -0.6558  -0.8760
H  -2.1309  -1.1209  -0.2940
H  -1.1379  -2.0639  0.8613
H  -1.9324  -0.5678  1.3844
H  -1.5469  0.9782  -1.4751
H  -0.4059  2.1653  -0.8433
H  -1.8298  1.7437  0.1059
H  0.2986  1.0992  0.6569
H  0.9025  0.2127  2.1552
H  2.7602  -0.8087  0.2889
H  2.4610  0.8173  -0.3258
H  0.9222  -1.7446  -0.9705
H  0.7370  -0.2067  -1.8634

Properties
Kohn-Sham gap, eV: 9.613
M, Da: 84.16

Löwdin population analysis, charges in e, atoms 1 to 6: -0.069 -0.460 -0.046 -0.146 -0.156 -0.132

---

Entry S
The following is a quantum chemistry calculation of C6H12 in the gas phase, from the Open Molecules 2025 dataset.

Element x y z (Å)
C  -1.2107  -1.1809  1.1722
C  0.1373  -0.6086  0.2102
C  1.3006  -0.5673  1.1643
C  -0.1984  0.6546  -0.4534
C  0.5806  1.5310  -1.2806
C  -0.6303  0.9066  -1.8257
H  -2.1378  -1.2081  0.5901
H  -0.9624  -2.1989  1.4801
H  -1.3764  -0.5573  2.0597
H  0.2519  -1.4012  -0.5204
H  2.2173  -0.2918  0.6403
H  1.1444  0.1819  1.9450
H  1.4811  -1.5224  1.6628
H  -0.7567  0.9206  0.5275
H  0.5404  2.5957  -1.1797
H  1.5270  1.1276  -1.5810
H  -0.4666  0.0829  -2.4984
H  -1.4507  1.5429  -2.0983

Properties
Kohn-Sham gap, eV: 11.056
M, Da: 84.16

Löwdin population analysis, charges in e, atoms 1 to 6: -0.037 -0.370 -0.094 -0.364 -0.127 -0.107

---

Which is the most stable structure? entry S is the most stable.